# 1
Formula: C27H63N10O12
Source: OMol25
Level of theory: ωB97M-V/def2-TZVPD

CARTESIAN COORDINATES (ANGSTROEM)
N: 0.7664 0.5210 -0.2566
O: 1.5645 -0.0730 -0.9646
O: -0.4238 0.5516 -0.4466
O: 1.2695 1.1716 0.6809
C: 5.5422 -0.4252 -4.5424
C: 4.6021 -0.0038 -3.4110
O: 4.9883 0.2719 -2.2566
N: 3.2541 -0.0335 -3.5919
C: 2.6335 -0.3209 -4.8684
H: 5.8622 0.4154 -5.1582
H: 5.0995 -1.2838 -5.0473
H: 6.3681 -0.8495 -3.9716
H: 2.6917 0.1762 -2.7796
H: 3.1652 0.1584 -5.6904
H: 1.6347 0.1144 -4.8969
H: 2.5591 -1.3866 -5.0847
C: -4.0616 -0.2181 5.5055
C: -3.0647 -1.1479 4.8091
O: -2.6190 -2.1684 5.3263
N: -2.7958 -0.8236 3.5400
C: -1.8904 -1.4634 2.5827
H: -4.2119 0.6067 4.8089
H: -3.6927 0.1683 6.4556
H: -5.0323 -0.6885 5.6624
H: -3.3880 -0.1574 3.0652
H: -1.4136 -2.3219 3.0556
H: -1.1875 -0.7670 2.1254
H: -2.5486 -1.9483 1.8617
C: -6.0361 1.4135 -2.9292
C: -4.6116 1.0686 -3.2299
O: -4.4690 -0.0133 -3.8196
N: -3.5710 1.8718 -2.9699
C: -2.1617 1.5714 -3.2119
H: -6.1275 1.5901 -1.8575
H: -6.6741 0.5785 -3.2190
H: -6.2701 2.3170 -3.4922
H: -3.7319 2.7182 -2.4427
H: -1.4885 2.4271 -3.1587
H: -2.0671 1.1062 -4.1931
H: -1.7057 0.8406 -2.5441
C: 2.1646 -2.2588 3.8367
C: 1.9249 -2.1784 2.3232
O: 2.6097 -1.4514 1.5995
N: 0.8776 -2.9221 1.9133
C: 0.3813 -2.9820 0.5653
H: 2.5214 -1.3168 4.2532
H: 3.0331 -2.8553 4.1159
H: 1.3963 -2.6468 4.5055
H: 0.4028 -3.5696 2.5260
H: 1.0769 -2.6111 -0.1874
H: -0.5322 -2.3967 0.4605
H: 0.2402 -4.0391 0.3402
C: -6.3293 2.5815 1.8637
C: -5.3727 1.4217 1.7337
O: -5.3162 0.5773 2.6043
N: -4.5690 1.4893 0.6473
C: -3.3895 0.6035 0.3373
H: -5.7522 3.3077 2.4362
H: -7.1938 2.2163 2.4181
H: -6.6718 2.9341 0.8908
H: -4.6416 2.2211 -0.0451
H: -2.9995 0.9877 -0.6053
H: -3.6271 -0.4422 0.1423
H: -2.6060 0.7114 1.0874
C: 5.4684 -4.1130 -0.8998
C: 4.5003 -2.8775 -0.9268
O: 4.7960 -1.8641 -0.3229
N: 3.3967 -2.9489 -1.6173
C: 3.0559 -4.0986 -2.5330
H: 6.2515 -3.9624 -0.1566
H: 5.9315 -4.3451 -1.8588
H: 4.8827 -4.9786 -0.5901
H: 2.7404 -2.1902 -1.7350
H: 2.8376 -4.9714 -1.9177
H: 3.9217 -4.2086 -3.1860
H: 2.1624 -3.9560 -3.1408
C: 3.4049 5.8717 -0.0151
C: 2.7914 4.8168 0.8170
O: 3.4165 3.8176 1.1376
N: 1.5682 5.1278 1.3326
C: 0.7817 4.2924 2.2644
H: 4.1486 6.3857 0.5938
H: 2.7524 6.5651 -0.5458
H: 3.8995 5.3740 -0.8492
H: 1.0622 5.8106 0.7868
H: -0.1213 4.8528 2.5066
H: 1.2700 4.0594 3.2106
H: 0.4300 3.3544 1.8346
C: -1.7638 -1.4612 -5.8674
C: -1.1291 -2.2198 -4.6963
O: -0.2170 -3.0030 -4.8887
N: -1.5940 -1.9156 -3.5060
C: -1.1031 -2.5121 -2.2784
H: -2.8409 -1.3053 -5.8073
H: -1.5381 -1.9870 -6.7952
H: -1.3618 -0.4508 -5.9409
H: -2.4525 -1.4017 -3.3679
H: -0.0141 -2.5588 -2.2916
H: -1.6110 -3.4589 -2.0946
H: -1.3760 -1.9622 -1.3777
C: 2.5736 1.7105 5.6033
C: 2.3381 1.4584 4.1205
O: 3.2921 1.5471 3.4190
N: 1.1471 1.0825 3.6594
C: -0.0002 0.8677 4.4547
H: 3.5648 2.1121 5.8138
H: 2.4369 0.7523 6.1044
H: 1.8252 2.4129 5.9703
H: 1.1255 1.0765 2.6497
H: -0.8582 1.1747 3.8567
H: -0.0472 1.4952 5.3447
H: -0.1303 -0.2126 4.5190

Atomic forces in eV per Å
N 2.915 1.549 1.741
O 0.340 -1.649 -2.207
O -3.035 -0.614 -0.753
O -0.541 0.502 0.953
C -0.345 -0.514 1.430
C -0.331 0.545 3.185
O 0.463 -0.256 -2.580
N 0.331 -0.147 -1.454
C -0.266 0.337 0.040
H -0.136 -0.282 -0.173
H -0.028 0.372 -0.645
H 0.362 0.340 -0.246
H -0.094 0.021 0.315
H 0.199 -0.010 -0.006
H -0.087 -0.173 0.162
H -0.113 -0.137 0.012
C 0.311 0.355 -0.805
C -0.476 -1.051 0.313
O 0.287 0.179 0.452
N 0.524 1.008 -1.264
C -1.055 -1.219 1.042
H -0.289 0.202 0.337
H 0.177 -0.225 -0.052
H 0.176 -0.236 -0.019
H -0.375 0.254 0.445
H 0.345 0.457 0.251
H -0.027 -0.085 0.053
H 0.208 0.282 -0.618
C 0.438 0.880 0.492
C -0.006 -1.906 -1.387
O 1.029 -0.189 0.123
N 0.480 0.859 0.671
C 0.093 -1.072 -0.599
H -0.336 0.353 0.023
H 0.191 0.116 -0.055
H -0.368 0.106 0.259
H -0.366 0.251 0.152
H -0.609 0.342 -0.015
H -0.038 0.231 -0.205
H -0.359 -0.037 0.478
C 1.010 0.018 0.825
C 1.450 1.661 0.328
O -1.378 -1.588 1.147
N -0.468 -0.684 -0.447
C 0.252 -0.149 -0.491
H -0.494 0.449 -0.475
H 0.208 -0.537 -0.662
H -0.569 0.093 -0.458
H 0.437 0.454 0.319
H 0.256 0.263 0.487
H -0.109 -0.187 -0.037
H -0.482 -0.005 -0.250
C -0.057 -0.704 -0.184
C 0.035 1.135 -1.250
O 0.573 -1.066 0.579
N 1.294 -1.732 -0.154
C -0.827 1.025 0.069
H -0.404 0.438 -0.094
H 0.066 0.225 0.196
H 0.233 0.409 0.085
H -0.572 0.526 0.242
H 0.176 0.016 0.230
H -0.344 -0.002 0.406
H -0.087 -0.097 -0.102
C -0.990 0.250 0.166
C 3.144 1.129 1.722
O 0.390 -0.569 0.180
N -3.735 -2.186 -3.375
C 0.727 0.831 1.159
H -0.201 0.338 -0.110
H -0.119 0.127 -0.127
H 0.057 -0.264 -0.066
H 0.617 0.659 0.759
H 0.365 -0.318 -0.208
H -0.202 -0.638 -0.143
H 0.073 0.660 0.127
C 0.619 0.301 -1.630
C 0.072 -1.622 1.531
O -0.414 0.880 -0.248
N -0.672 -0.051 0.290
C -0.376 0.171 -0.515
H -0.055 0.134 -0.155
H -0.358 0.267 0.588
H 0.433 -0.142 0.237
H -0.105 -0.118 0.351
H 0.029 0.180 0.016
H 0.485 0.192 -0.277
H 0.380 -0.101 -0.266
C -0.133 -0.021 -0.172
C -0.312 0.545 -1.666
O 0.722 -0.561 -0.054
N -0.933 0.479 2.373
C -0.067 -0.178 0.340
H -0.068 -0.233 0.355
H 0.086 -0.017 0.118
H 0.302 -0.022 0.098
H -0.049 0.350 -0.695
H -0.185 -0.357 -0.049
H 0.520 -0.581 -0.302
H -0.004 0.800 -0.515
C -1.097 -0.074 0.232
C 0.735 0.061 1.656
O 2.164 0.362 -1.894
N 0.373 0.816 0.090
C -1.275 -0.163 -1.243
H -0.105 -0.189 -0.445
H -0.017 0.034 0.390
H -0.055 -0.011 0.362
H -0.243 -0.294 -0.618
H -0.266 0.144 0.009
H 0.227 -0.627 0.259
H -0.274 -0.074 1.208

Spin multiplicity: 2
HOMO-LUMO gap (alpha / beta), eV: 2.312 / 7.504
Energy relative to the best compared isomer or geometry (same formula, charge and spin), eV: 0.000
HOMO (alpha / beta), eV: 1.803 / -3.393
Net charge: -2



# 2
Formula: C27H63N8O9Pt
Source: OMol25
Level of theory: ωB97M-V/def2-TZVPD

CARTESIAN COORDINATES (ANGSTROEM)
Pt: -5.8694 -8.7196 -8.7570
C: -8.0782 -8.3529 -12.9456
C: -7.5365 -7.7255 -11.6848
C: -8.6373 -6.8849 -10.9214
O: -6.9106 -8.6205 -10.7425
H: -8.4046 -7.4784 -13.5083
H: -8.8788 -9.0420 -12.6768
H: -7.3147 -8.9797 -13.4066
H: -6.7598 -7.0259 -11.9939
H: -9.3118 -6.3409 -11.5825
H: -8.2639 -6.1113 -10.2504
H: -9.2781 -7.4557 -10.2494
C: -7.6868 -1.2500 -12.6668
O: -7.3311 -2.2228 -13.3462
N: -8.3513 -1.3230 -11.5099
C: -8.7156 -0.0423 -10.8848
C: -8.7879 -2.6837 -10.9783
H: -7.5144 -0.2099 -12.9843
H: -8.1235 0.1216 -9.9844
H: -9.7618 0.0323 -10.5881
H: -8.5271 0.9173 -11.3661
H: -8.7067 -2.8311 -9.9014
H: -9.8633 -2.7796 -11.1278
H: -8.2994 -3.5048 -11.5030
C: -11.1596 -2.6198 -13.9692
O: -12.3184 -2.2241 -13.9009
N: -10.8358 -3.8290 -13.6046
C: -9.5223 -4.4321 -13.9212
C: -11.7931 -4.7819 -13.0322
H: -10.2317 -2.0656 -14.1788
H: -8.9804 -3.8152 -14.6381
H: -9.7113 -5.3907 -14.4045
H: -8.8585 -4.6457 -13.0835
H: -12.7945 -4.3571 -12.9623
H: -11.9723 -5.8070 -13.3562
H: -11.5711 -4.9973 -11.9870
C: -10.9648 -10.9426 -10.2364
O: -12.1600 -11.0941 -10.1216
N: -10.2129 -11.7465 -11.0050
C: -8.7740 -11.6712 -11.1361
C: -10.8825 -12.8583 -11.6882
H: -10.3764 -10.2861 -9.5768
H: -8.5333 -11.3873 -12.1606
H: -8.2589 -12.5705 -10.7985
H: -8.3699 -10.8616 -10.5284
H: -10.5875 -12.8835 -12.7372
H: -10.6087 -13.8404 -11.3028
H: -11.9641 -12.8731 -11.5536
C: -4.3966 -5.9537 -10.0399
O: -4.9544 -6.7056 -9.2446
N: -3.1805 -5.4806 -9.8616
C: -2.5246 -4.7204 -10.9237
C: -2.3945 -5.8018 -8.6812
H: -4.8745 -5.5602 -10.9504
H: -1.8677 -3.9770 -10.4721
H: -3.2046 -4.3270 -11.6794
H: -1.8468 -5.2694 -11.5774
H: -2.3847 -4.9816 -7.9633
H: -2.8702 -6.6597 -8.2061
H: -1.3397 -6.0304 -8.8333
C: -7.7440 -6.8545 -7.0546
O: -7.5782 -7.8069 -7.7595
N: -7.5720 -6.7372 -5.7176
C: -7.7516 -5.4721 -4.9753
C: -7.0335 -7.8726 -4.8969
H: -8.0498 -5.8687 -7.4377
H: -8.4597 -4.8143 -5.4793
H: -6.8038 -4.9353 -4.9344
H: -8.1490 -5.6813 -3.9822
H: -7.0654 -8.7730 -5.5104
H: -6.0070 -7.6938 -4.5768
H: -7.6472 -7.9499 -3.9994
C: -4.3814 -5.8893 -14.5667
O: -3.5274 -5.1710 -14.0141
N: -4.3982 -6.3171 -15.8068
C: -5.4245 -7.2546 -16.2326
C: -3.4376 -5.7667 -16.7450
H: -5.2221 -6.2472 -13.9525
H: -6.3151 -7.2451 -15.6044
H: -5.1259 -8.3004 -16.1598
H: -5.7519 -7.1222 -17.2638
H: -3.9262 -5.1702 -17.5154
H: -2.8105 -4.9908 -16.3059
H: -2.9390 -6.6424 -17.1604
C: -14.5302 -7.9405 -13.6025
O: -15.3562 -7.2180 -13.0260
N: -13.3446 -8.2250 -13.0310
C: -12.5126 -9.3227 -13.5655
C: -12.9543 -7.7015 -11.7626
H: -14.7111 -8.5598 -14.4946
H: -12.7128 -9.5078 -14.6208
H: -12.7344 -10.2712 -13.0764
H: -11.4661 -9.0467 -13.4358
H: -13.4293 -6.8180 -11.3359
H: -13.0921 -8.4455 -10.9780
H: -11.8675 -7.6377 -11.7097
C: -9.1862 -11.9284 -15.2611
O: -10.3138 -11.4111 -15.3625
N: -8.1053 -11.4259 -15.8471
C: -8.2441 -10.1514 -16.5623
C: -6.7743 -12.0009 -15.8117
H: -8.9642 -12.8473 -14.6968
H: -7.8337 -10.2609 -17.5661
H: -7.6824 -9.3813 -16.0337
H: -9.2211 -9.6914 -16.7109
H: -6.7526 -13.0893 -15.7576
H: -6.1704 -11.7050 -16.6695
H: -6.2145 -11.4764 -15.0373

Atomic forces in eV per Å
Pt -0.063 -0.244 -1.693
C 0.077 -0.504 1.115
C 0.591 0.577 3.457
C -0.013 0.050 -0.338
O -0.509 -0.549 -0.951
H -0.206 -0.485 -0.662
H -0.435 0.193 -0.233
H 0.154 0.341 -0.369
H 0.182 0.516 -0.244
H -0.087 -0.048 -0.393
H 0.738 -0.011 -0.073
H 0.106 -0.675 -0.262
C 0.477 -1.603 -1.354
O -0.304 1.229 0.747
N -0.421 -0.193 0.604
C -0.143 -0.116 1.687
C -0.645 1.250 -0.226
H 0.137 -0.083 -0.051
H -0.053 -0.422 0.424
H -0.113 -0.476 -0.094
H 0.225 -0.671 -1.271
H 0.718 0.549 0.044
H -0.106 0.025 -0.400
H 0.221 0.560 -0.003
C -1.543 1.194 0.493
O 0.817 0.888 -0.430
N 1.546 -4.707 0.547
C -0.387 0.108 -0.556
C -1.214 0.542 1.510
H -0.348 0.616 -0.580
H -0.015 0.122 0.208
H -0.077 -0.063 -0.103
H -0.307 0.293 0.227
H 0.174 0.352 -0.385
H 0.810 0.199 -1.444
H 0.580 0.393 0.332
C 0.467 -0.899 0.842
O -0.876 0.685 0.131
N -0.163 -1.126 -0.514
C -0.055 0.854 0.271
C 0.197 -0.370 -0.132
H 0.056 0.441 -0.359
H 0.289 -0.395 -0.140
H -0.184 -0.250 -0.304
H -0.152 0.198 0.077
H -0.296 0.263 -0.151
H 0.600 0.030 0.431
H 0.174 0.737 -0.239
C -0.569 -0.233 -0.033
O -0.181 0.397 0.314
N 1.778 0.508 -0.733
C 0.551 0.247 -0.350
C -0.356 -0.385 0.688
H -0.080 -0.284 0.006
H -0.462 0.413 0.013
H -0.342 0.340 0.540
H 0.040 -0.874 0.387
H -0.281 0.223 -0.038
H 0.120 0.053 0.057
H -0.161 -0.103 -0.752
C -0.181 2.958 2.144
O -0.429 -1.510 -0.492
N 0.548 -1.104 0.842
C 0.029 -0.311 -0.956
C -0.524 0.755 -0.771
H -0.254 -0.049 -0.425
H -0.063 -0.163 -0.134
H 0.052 -0.045 0.353
H 0.185 -0.035 -0.066
H -0.057 0.039 0.191
H 0.054 0.169 -0.188
H -0.074 -0.242 -0.116
C 0.765 1.138 3.052
O -0.930 -0.742 -1.105
N -0.455 0.344 -0.951
C -0.286 -0.640 -0.168
C -0.345 -0.134 -0.527
H -0.118 -0.179 -0.145
H 0.063 0.617 0.156
H 0.608 -0.088 -0.062
H 0.179 0.448 0.020
H -0.441 -0.509 -0.385
H 0.308 -0.819 0.588
H 0.609 0.552 -0.331
C -1.093 0.389 2.348
O 0.730 -0.632 -1.537
N 0.475 -0.444 -1.366
C -0.393 0.402 0.128
C 0.765 -0.804 1.780
H -0.157 0.477 -0.237
H 0.024 0.368 -0.031
H 0.199 0.045 0.397
H 0.023 -0.231 -0.071
H -0.164 0.141 -1.013
H -0.504 -0.450 0.087
H 0.193 0.613 -0.403
C -1.934 0.452 -0.108
O 1.543 -1.065 0.614
N -0.205 1.010 -1.302
C 0.735 0.447 -0.365
C 0.461 0.869 0.205
H -0.267 -0.068 0.045
H 0.234 -0.032 -0.003
H 0.339 0.018 0.039
H -0.314 -0.982 0.537
H -0.162 0.196 0.371
H -0.572 -0.160 -0.596
H 0.123 -0.627 0.665

Spin multiplicity: 4
HOMO-LUMO gap (alpha / beta), eV: 6.513 / 7.338
HOMO (alpha / beta), eV: -6.344 / -7.720



Q: Look up the spin multiplicity of the second one.
A: 4



Q: Which of these has the lowest spin multiplicity?
A: C27H63N10O12